No. 1
3 unconnected molecules or ions with the total composition C2H9NO3 at a distorted geometry. Source: the OMol25 dataset; level of theory: wB97M-V/def2-TZVPD.

Results
2S+1: 1
Energy relative to the best compared isomer or geometry (same formula, charge and spin), eV: 2.224
SMILES string: CNC=O.O.O
LUMO energy, eV: 0.5

Geometry as XYZ:
```
15
Properties=species:S:1:pos:R:3:lowdin_charge:R:1
H -0.30680 1.21375 -2.66346 -0.059
H -2.99395 0.76561 0.49992 0.147
O 0.33963 1.79973 -2.82968 -0.022
O 1.70094 -3.81483 -0.83897 -0.076
H 1.40289 -2.87122 -0.65546 0.059
O -1.27571 1.41891 -0.40755 0.008
H 2.34255 -3.56712 -1.49142 0.013
N -1.13801 0.48986 1.62946 -0.003
H -1.35785 0.25940 2.50674 0.056
H 0.43325 2.22065 -1.96202 0.031
C 0.35317 0.35797 1.49515 -0.079
H 0.64667 -0.61597 1.06648 0.068
H 0.72919 1.13937 0.79347 0.079
C -1.85389 0.80061 0.44463 -0.308
H 0.97793 0.40328 2.41270 0.086
```



No. 2
A molecular structure, C25H43NP2Ru at a distorted geometry. Source: the OMol25 dataset; level of theory: wB97M-V/def2-TZVPD.

Results
Total charge: +2
2S+1: 5
LUMO energy (spin up / spin down), eV: -4.7 / -8.7

Geometry as XYZ:
```
72
Properties=species:S:1:pos:R:3:lowdin_charge:R:1
H 1.83637 -1.96942 -0.25727 0.112
C -0.79689 -1.80471 1.83241 -0.232
H 2.54077 3.29817 3.42774 0.114
H -1.41797 0.25917 -0.34879 0.114
C -1.60808 3.37107 -6.93280 -0.261
C -0.37142 0.91472 5.01084 -0.183
C 1.62966 -2.67079 1.82096 -0.162
H -1.14585 0.70453 -8.06348 0.095
H 1.16522 -1.41285 -4.52452 0.050
C 1.68975 0.39626 4.04923 -0.362
C -1.60114 0.81645 5.83165 -0.016
C 1.70052 -0.21884 1.03793 -0.222
C -1.52081 0.60111 -7.03524 -0.421
H -0.27627 -2.51413 -0.13045 0.106
C 0.20609 -1.86284 -4.23318 -0.266
C 0.67233 -0.05758 4.96944 -0.238
C -1.15707 -0.75594 -6.42987 -0.404
H -0.86530 3.85187 4.63476 0.113
H 3.11434 -1.18017 4.15889 0.079
H -2.67999 3.37714 -6.69900 0.053
C 1.18958 1.64229 3.45837 -0.333
H 0.19731 -2.71803 3.51014 0.093
C 0.47593 0.37961 0.60639 -0.259
C -0.89844 -1.73118 0.32312 -0.184
H -1.88857 -1.52478 -6.71439 0.091
C -0.07550 1.93826 4.08826 -0.203
H -0.21631 -1.75876 5.84553 0.025
H 0.22119 -2.08903 -3.15733 0.028
H 2.82704 2.09730 2.16470 0.070
C -2.59751 -1.72100 -4.21588 -0.256
C -0.90806 3.12993 3.80669 -0.006
C -2.10600 -2.29815 5.03488 -0.007
H -1.75088 -1.88831 2.36965 0.090
H -1.96189 2.86175 3.64559 0.098
H -0.16413 -1.09380 -6.76314 0.088
C 0.84070 2.09317 -6.83439 -0.257
H 3.21445 -1.66139 0.77493 0.121
H -1.58080 -0.08641 6.45092 0.071
H 1.31726 3.02814 -6.51342 0.053
H -1.73107 1.69434 6.47622 0.110
H 2.54098 0.47254 1.12851 0.092
H 1.51361 -3.65906 1.34793 0.133
H -3.51233 -1.19113 -4.51400 0.056
P -1.13726 -0.65172 -4.55422 0.919
P -0.80720 2.00064 -6.00750 0.938
C -0.51092 -0.35804 -0.26641 -0.189
C 0.77299 -1.27995 5.79164 -0.026
C 2.04395 2.60992 2.72652 -0.028
H -0.55266 3.63518 2.90317 0.083
H -2.61206 0.74539 -7.05122 0.090
H -2.63658 -1.92880 -3.13834 0.040
C 0.36107 -2.25508 2.52796 -0.238
Ru 0.28981 -0.12609 2.60662 1.327
H -2.51623 -2.66463 -4.77228 0.065
H 0.03406 -2.78383 -4.80715 0.069
H -1.94079 -1.94225 0.04258 0.117
H 1.47038 1.24929 -6.52785 0.043
H 3.51795 0.10682 3.00426 0.074
C 3.08695 -0.10010 3.98571 -0.015
N -3.16052 -2.82710 4.95526 0.098
H -0.14017 -0.46784 -1.30100 0.096
H 0.46982 1.46968 0.51490 0.109
H -2.50749 0.74211 5.21123 0.101
H 0.72562 2.09922 -7.92638 0.065
H 1.47280 -1.99822 5.34905 0.088
H 1.12734 -1.04516 6.80589 0.122
H 2.42142 -2.78442 2.57902 0.108
H 1.45015 3.20486 2.02565 0.083
H 3.71695 0.38541 4.74397 0.111
H -1.15586 4.31536 -6.60573 0.054
H -1.45931 3.24001 -8.01284 0.068
C 2.11498 -1.65014 0.75902 -0.158
```



No. 3
A molecular structure, C3H3O3S2 at a distorted geometry. Source: the OMol25 dataset; level of theory: wB97M-V/def2-TZVPD.

Results
Total charge: -1
2S+1: 1
Energy relative to the best compared isomer or geometry (same formula, charge and spin), eV: 3.468
LUMO energy, eV: 3.4

Geometry as XYZ:
```
11
Properties=species:S:1:pos:R:3:lowdin_charge:R:1
H -1.06611 0.40624 0.51153 -0.032
O 0.97976 1.45776 -0.07198 -0.018
H 0.72235 1.17643 -2.55834 0.082
O -0.82683 -1.24287 2.66214 0.092
C -0.91304 -0.08294 -0.39373 -1.264
S 0.08394 -1.49439 -0.20015 0.424
O 0.27948 -3.22554 2.28469 0.128
S -1.26414 0.20632 -1.91330 0.410
C 1.08246 1.97392 -1.07426 -0.268
C -0.24750 -2.21815 2.36092 -0.633
H 1.16964 3.04321 -1.60752 0.080
```



No. 4
C5H6O in the gas phase at a distorted geometry. Source: the OMol25 dataset; level of theory: wB97M-V/def2-TZVPD.

Results
2S+1: 1
Energy relative to the best compared isomer or geometry (same formula, charge and spin), eV: 3.587
SMILES string: CC1=C[C@H]1C=O
LUMO energy, eV: 0.7

Geometry as XYZ:
```
12
Properties=species:S:1:pos:R:3:lowdin_charge:R:1
C 1.91378 -0.27752 0.56652 -0.295
H -2.29520 0.59280 1.04432 0.069
C -1.77419 -0.08626 0.35399 -0.065
C -0.41388 0.26599 -0.04912 -0.280
C 0.84418 -0.34106 -0.39755 -0.226
H 0.31976 1.84006 -1.64972 0.106
O 2.98864 -0.07652 0.14436 0.086
C 0.19279 0.95503 -1.01591 0.130
H 1.67836 -0.50550 1.73028 0.161
H -2.42147 -0.07993 -0.61323 0.115
H -1.84197 -1.11344 0.86509 0.099
H 0.80919 -1.17366 -0.97905 0.100
```



No. 5
A molecular structure, C25H43MnNP2 at a distorted geometry. Source: the OMol25 dataset; level of theory: wB97M-V/def2-TZVPD.

Results
Total charge: +1
2S+1: 5
LUMO energy (spin up / spin down), eV: -2.7 / -3.4

Geometry as XYZ:
```
72
Properties=species:S:1:pos:R:3:lowdin_charge:R:1
H 2.15647 -0.27965 -0.86598 0.004
C -2.55405 -0.39504 2.63822 -0.243
C -0.73935 -2.80928 -1.07199 -0.242
H -1.42492 -3.55147 1.95578 0.035
P 1.14537 1.01436 0.68068 0.933
H 5.03192 0.04580 -1.88742 0.124
H -0.19880 2.58291 -0.80623 0.082
C -3.75772 -1.87590 0.93662 -0.048
H -3.23120 3.43763 1.70570 0.102
H 2.00010 2.91690 -1.79287 0.111
H 2.89144 2.28122 -4.39078 0.132
C -2.81658 0.53519 0.50714 -0.350
H -1.46549 3.52416 1.70977 0.067
H -1.33314 2.63366 3.76789 0.074
H 1.15156 3.32736 1.44165 0.070
H 0.60277 1.31569 -1.80673 0.004
H 2.73347 -0.01042 -4.56524 0.108
C -0.33662 -3.41662 1.78182 -0.200
C 1.78796 0.42901 -4.20507 -0.175
H -1.01548 1.08287 4.52749 0.063
P -0.05344 -2.15959 0.46677 0.863
Mn -0.75793 0.00814 0.20166 0.340
H -2.75331 -2.35906 3.48941 0.065
H -3.80409 -2.01336 -0.14680 0.070
H 1.17036 2.49900 -4.00232 0.116
C 0.04671 1.51855 -0.88852 -0.204
H 2.13092 -2.14077 1.52464 0.093
C 3.31759 1.24621 -1.71070 -0.155
H 0.06975 -0.46128 -3.11378 0.102
C 4.06644 0.13347 -2.42848 -0.167
H -4.63322 1.02388 -0.53743 0.098
C 1.77596 -1.86545 0.52717 -0.326
C 0.36303 -0.04308 2.16017 -0.428
H -2.62746 1.79001 4.63476 0.100
H 3.78585 -1.84108 -1.57935 0.108
H -4.79135 -1.76711 1.30039 0.104
C 1.90113 2.50609 1.39768 -0.157
H -3.43885 -1.06402 4.47572 0.097
C 2.20627 -0.42168 0.21309 -0.345
H -1.68848 -1.27759 4.39048 0.073
H 2.20429 -2.54766 -0.20628 0.071
H 3.66459 1.49601 -0.68483 0.096
C 3.43634 -1.28033 -2.47068 -0.171
H 1.13689 0.44334 -5.09443 0.126
C -1.76648 1.64903 3.96811 -0.034
C 2.41556 2.04195 -2.31752 -0.157
H -1.71729 -3.26242 -0.85241 0.059
H -3.55135 -0.06722 -1.41861 0.076
H -0.95837 1.02813 -1.13325 0.052
C -2.94710 -0.69072 1.30667 -0.267
H 4.35362 0.44420 -3.45364 0.117
H -0.89197 -1.98500 -1.78908 0.032
C -3.57521 0.80178 -0.74615 -0.063
H -3.16479 1.66297 -1.29142 0.072
H 0.15347 -3.08808 2.72298 0.055
H -3.36471 -2.79779 1.37738 0.058
C 2.05690 1.88802 -3.77338 -0.166
C -2.27896 1.55521 1.42996 -0.269
C -2.61169 -1.31660 3.79555 -0.035
N 0.60364 -0.38350 3.29354 0.150
C -2.14475 0.95716 2.70940 -0.255
H 1.48075 -2.29225 -2.12090 0.079
H 3.24059 -0.23186 0.50913 0.112
H 3.87812 -1.81186 -3.34396 0.135
H -0.08068 -3.56311 -1.51236 0.052
C 1.91844 -1.36825 -2.51187 -0.136
C -2.32396 3.02764 1.23303 -0.050
H 2.80079 2.89729 0.86663 0.067
H 0.10527 -4.37973 1.44470 0.066
H -2.34438 3.31307 0.17652 0.069
H 2.20042 2.23038 2.43219 0.074
C 1.15846 -0.46943 -3.18004 -0.111
```



No. 6
C6H6N2O in the gas phase at a distorted geometry. Source: the OMol25 dataset; level of theory: wB97M-V/def2-TZVPD.

Results
2S+1: 1
Energy relative to the best compared isomer or geometry (same formula, charge and spin), eV: 4.932
SMILES string: O/N=C/c1ccccn1
LUMO energy, eV: 0.0

Geometry as XYZ:
```
15
Properties=species:S:1:pos:R:3:lowdin_charge:R:1
C 1.13914 -1.85609 -1.50875 -0.029
H -0.05254 -0.38938 -3.20264 0.167
H -1.37183 1.87671 -0.23921 0.134
N -0.88847 1.95001 1.82519 -0.012
N -0.53938 -0.17005 -1.13073 0.024
H 0.71271 -0.94105 1.75369 0.124
C -0.31497 0.17032 0.17544 -0.223
H -1.21106 3.45697 2.77706 0.137
C -0.82271 1.54720 0.68897 -0.120
O -1.80433 3.06427 2.02069 -0.086
H 1.79916 -2.50603 -1.98828 0.062
C 0.07602 -0.90244 -2.03197 -0.131
C 0.52785 -0.76495 0.64741 -0.073
H 1.54236 -2.76624 0.31551 0.121
C 1.20807 -1.76926 -0.10237 -0.096
```



No. 7
2 unconnected molecules or ions with the total composition C4H7N2 at a distorted geometry. Source: the OMol25 dataset; level of theory: wB97M-V/def2-TZVPD.

Results
Total charge: +1
2S+1: 1
Energy relative to the best compared isomer or geometry (same formula, charge and spin), eV: 3.262
LUMO energy, eV: -3.6

Geometry as XYZ:
```
13
Properties=species:S:1:pos:R:3:lowdin_charge:R:1
C 1.02863 -0.30144 0.02205 -0.002
H -3.82185 -0.88433 -1.12542 0.086
C -2.84407 -0.65372 -0.73185 0.030
H 2.66866 -1.67157 -0.38274 0.142
H 0.36061 2.33942 1.11311 0.151
H 1.19482 -2.35591 0.22905 0.091
H -1.20339 1.46315 0.31567 0.095
N 0.65808 0.79102 0.00429 0.087
C -0.14233 1.92676 0.13220 -0.046
N -1.81477 -0.32825 -0.34059 0.065
C 1.75619 -1.46321 0.23914 0.007
H 2.12656 -1.48902 1.31097 0.148
H 0.03287 2.62709 -0.78587 0.146
```